Record 1
Molecular formula: C2H6Br2Si
Method: DFT, ωB97M-V/def2-TZVPD

Each line ends with the natural charge from an NBO analysis.
CARTESIAN COORDINATES (ANGSTROEM)
C  1.6305  -0.6082  0.2868  -0.477
C  -1.5787  -0.1295  -0.5558  -0.728
Si  -2.4758  1.0446  0.6125  0.833
Br  3.2383  -1.5158  0.2361  0.087
Br  -1.4545  -1.8429  0.0849  0.140
H  1.0691  -0.5399  1.2365  0.196
H  1.2461  -0.1857  -0.6046  0.184
H  -1.9399  -0.1142  -1.6995  0.218
H  -2.7046  2.4710  0.3192  -0.145
H  -1.5634  1.0610  1.7999  -0.162
H  -3.7594  0.3097  0.8650  -0.146

Results
Orbital gap (spin up / spin down)   7.1 / 9.0 eV
Energy relative to the best compared isomer or geometry (same formula, charge and spin)   5.997 eV
Calculated total energy   -5517.145802 Eh

---

Record 2
Molecular formula: C2H6BrNS
Method: DFT, ωB97M-V/def2-TZVPD

Each line ends with the natural charge from an NBO analysis.
CARTESIAN COORDINATES (ANGSTROEM)
C  -0.2172  -0.7217  -0.9278  -0.441
N  0.0270  0.2408  0.1517  -0.505
C  0.8420  -0.1590  1.2206  -0.432
S  -1.4382  1.5572  0.5073  0.246
Br  -1.5522  2.5735  -1.4635  -0.069
H  -1.2161  -1.1247  -1.0982  0.198
H  -0.2767  -0.1117  -1.8349  0.197
H  0.6069  -1.3246  -1.0529  0.209
H  1.7791  0.3694  1.0780  0.195
H  0.3407  -0.0661  2.2200  0.202
H  1.1047  -1.2332  1.1996  0.200

Results
Orbital gap   7.9 eV
Energy relative to the best compared isomer or geometry (same formula, charge and spin)   1.387 eV
SMILES   CN(C)SBr
Calculated total energy   -3106.667256 Eh

---

Record 3
Molecular formula: C2H6BrOP
Method: DFT, ωB97M-V/def2-TZVPD

Each line ends with the natural charge from an NBO analysis.
CARTESIAN COORDINATES (ANGSTROEM)
C  0.1548  0.1512  -1.5434  -0.924
C  -0.8260  -0.4892  0.9852  -0.956
O  0.8337  2.6395  1.9426  -0.383
P  0.5864  0.4166  0.2569  0.959
Br  2.2481  -0.9342  0.5515  -0.166
H  1.1239  -0.0225  -1.9735  0.251
H  -0.5809  -0.5419  -1.5219  0.229
H  -0.3344  0.8959  -2.1131  0.253
H  -1.0857  -1.3567  0.4368  0.228
H  -0.4989  -0.9732  1.8696  0.254
H  -1.6208  0.2144  1.1094  0.255

Results
Orbital gap (spin up / spin down)   7.3 / 7.7 eV
Energy relative to the best compared isomer or geometry (same formula, charge and spin)   7.249 eV
Calculated total energy   -3070.191377 Eh

---

Record 4
Molecular formula: C2H6Cl2P2
Method: DFT, ωB97M-V/def2-TZVPD

Each line ends with the natural charge from an NBO analysis.
CARTESIAN COORDINATES (ANGSTROEM)
C  -0.8085  -0.2287  0.9457  -0.653
C  -0.2758  0.6156  -0.0537  -0.652
P  1.3712  1.1090  -0.0022  0.613
P  2.8607  2.8025  1.4074  0.460
Cl  2.3293  4.4287  0.3934  -0.270
Cl  1.4711  2.7254  3.1647  -0.373
H  -0.0679  -1.0199  1.0767  0.205
H  -1.8299  -0.5950  0.6325  0.225
H  -1.0402  0.2385  1.9413  0.217
H  -0.8398  1.5029  -0.2485  0.217
H  2.3871  0.4180  -0.7186  0.015
H  1.4724  2.2378  -0.7975  -0.003

Results
Orbital gap (spin up / spin down)   6.5 / 6.7 eV
Energy relative to the best compared isomer or geometry (same formula, charge and spin)   2.323 eV
SMILES   CC=[PH2]P(Cl)Cl
Calculated total energy   -1682.801830 Eh

---

Record 5
Molecular formula: C2H6Cl3PSi
Method: DFT, ωB97M-V/def2-TZVPD

Each line ends with the natural charge from an NBO analysis.
CARTESIAN COORDINATES (ANGSTROEM)
C  -1.6888  -0.3193  -0.7629  -1.116
C  1.5452  0.4813  -1.0194  -1.127
Si  -0.2068  0.8262  -0.4278  1.155
P  -0.4140  -1.4131  3.0769  0.581
Cl  -0.6988  2.8167  -0.3824  -0.400
Cl  0.3804  -1.7007  1.2518  -0.279
Cl  1.1513  -0.3694  3.8434  -0.280
H  -1.3903  -1.3772  -0.4142  0.259
H  -2.4204  0.0260  -0.1359  0.240
H  -2.1297  -0.0370  -1.6791  0.241
H  1.7130  -0.5596  -0.7745  0.237
H  1.8019  0.4629  -1.9976  0.229
H  2.3570  1.1633  -0.5783  0.259

Results
Orbital gap (spin up / spin down)   4.8 / 8.8 eV
Energy relative to the best compared isomer or geometry (same formula, charge and spin)   4.209 eV
Calculated total energy   -2091.204719 Eh

---

Record 6
Molecular formula: C2H6ClCoO2
Method: DFT, ωB97M-V/def2-TZVPD

Each line ends with the Mulliken spin population.
CARTESIAN COORDINATES (ANGSTROEM)
Co  -15.8862  -0.3203  5.2607  3.824
Cl  -17.7952  -1.1345  4.1084  0.174
C  -18.5456  -4.9904  5.6186  0.000
C  -19.9478  -4.3484  5.4935  0.001
O  -20.0402  -2.9305  5.5650  0.002
O  -17.9307  -4.6832  6.8225  0.000
H  -17.9576  -4.5396  4.8192  0.000
H  -18.5656  -6.0777  5.5447  0.000
H  -20.5432  -4.8673  6.2448  0.000
H  -20.6030  -4.6043  4.6608  0.000
H  -19.5550  -2.4345  4.9016  -0.002
H  -17.6786  -5.5363  7.1834  0.000

Results
Orbital gap (spin up / spin down)   8.7 / 6.9 eV
Spin multiplicity   5
Calculated total energy   -2073.079170 Eh

---

Record 7
Molecular formula: C2H6ClFSi
Method: DFT, ωB97M-V/def2-TZVPD

Each line ends with the natural charge from an NBO analysis.
CARTESIAN COORDINATES (ANGSTROEM)
C  0.3505  -0.0630  -1.6034  -1.181
C  0.4764  0.3180  1.5635  -1.112
F  -1.7465  -2.4621  0.4615  -0.796
Si  -0.6087  0.2542  -0.0029  1.772
Cl  -2.2456  1.3291  -0.0195  -0.297
H  -0.1768  -0.6457  -2.3666  0.288
H  0.6484  0.7918  -2.1690  0.266
H  1.3610  -0.4887  -1.4181  0.272
H  1.4738  0.7141  1.3499  0.257
H  -0.0426  0.8862  2.3056  0.256
H  0.5101  -0.6340  1.8991  0.275

Results
Orbital gap   8.2 eV
Energy relative to the best compared isomer or geometry (same formula, charge and spin)   4.792 eV
Calculated total energy   -929.308844 Eh

---

Record 8
Molecular formula: C2H6ClN2
Method: DFT, ωB97M-V/def2-TZVPD

Each line ends with the natural charge from an NBO analysis.
CARTESIAN COORDINATES (ANGSTROEM)
C  -0.7769  0.2626  0.4088  0.422
C  1.0188  -1.2408  -0.0073  0.070
N  -1.6024  1.1939  0.0008  -0.655
N  0.1031  -0.3247  -0.3841  -0.536
Cl  3.1570  0.3742  -0.0408  -0.408
H  -0.8294  -0.0654  1.4436  0.249
H  1.0791  -1.5529  1.0201  0.246
H  1.5464  -1.7919  -0.7644  0.269
H  -2.2808  1.6077  0.6250  0.456
H  -1.5762  1.5535  -0.9465  0.437
H  0.1613  -0.0163  -1.3552  0.450

Results
Orbital gap   7.1 eV
Energy relative to the best compared isomer or geometry (same formula, charge and spin)   2.575 eV
Charge   +1
Calculated total energy   -649.178041 Eh